{"formula": "C4H10O", "method": "ωB97M-V/def2-TZVPD", "relative_energy_kj_mol": 228.7, "e_lumo_ev": 1.09, "homo_lumo_gap_ha": 0.3948, "charge": 0, "e_tot_ha": -233.55784, "mol_weight_da": 74.12, "smiles": "CCOCC", "elements": ["O", "C", "C", "C", "C", "H", "H", "H", "H", "H", "H", "H", "H", "H", "H"], "xyz": [[-0.1188, -0.8892, -0.3625], [1.2040, -0.9106, 0.1376], [-0.7817, 0.4115, -0.0558], [-2.2634, -0.1106, -0.0283], [2.0012, 0.4632, -0.1538], [1.0768, -1.0130, 1.2320], [1.3508, 1.2756, 0.3351], [-2.8724, 0.7990, 0.3031], [-0.5433, 1.3185, -0.8321], [2.9573, 0.4300, 0.3554], [-2.5482, -0.9700, 0.7442], [-2.6467, -0.5365, -1.1324], [2.0405, 0.6000, -1.2099], [-0.5283, 0.8879, 1.0432], [1.6721, -1.7558, -0.3758]], "forces_ev_per_a": [[0.098, 2.920, 0.096], [0.520, 1.614, -0.083], [-0.817, -0.759, 0.675], [-1.857, 0.239, -0.873], [-2.490, -1.009, 2.017], [0.730, -0.334, -0.276], [1.411, -0.984, -0.871], [0.256, -1.286, -0.778], [-0.722, -2.531, 1.597], [0.240, 0.064, -0.237], [1.309, 1.859, -1.571], [1.138, 1.403, 2.979], [0.361, 0.307, -0.725], [-0.361, -1.548, -2.504], [0.184, 0.044, 0.554]]}

{"formula": "C7H9NO", "method": "ωB97M-V/def2-TZVPD", "relative_energy_kj_mol": 361.1, "e_lumo_ev": 0.83, "homo_lumo_gap_ha": 0.3876, "charge": 0, "e_tot_ha": -402.00346, "mol_weight_da": 123.15, "smiles": "C#CCC(=O)[C@]1(C)CN1", "elements": ["O", "N", "C", "C", "C", "C", "C", "C", "C", "H", "H", "H", "H", "H", "H", "H", "H", "H"], "xyz": [[1.0283, -0.4107, 1.7852], [0.9523, 1.9315, 0.4002], [-1.3238, 1.2944, -0.2856], [-0.7502, -1.5307, 0.6028], [-0.7942, -1.7149, -0.7959], [-0.5721, -1.7559, -1.9610], [0.0999, 0.8442, 0.0771], [0.1926, -0.4422, 0.9083], [1.2026, 1.1827, -0.7884], [-1.7534, -1.1850, 0.8847], [2.0397, 0.4804, -0.9220], [-1.2610, 2.0802, -1.0170], [-0.4707, -2.4881, 1.1153], [1.5157, 1.6249, 1.1970], [-0.4051, -1.7773, -2.9896], [1.0025, 1.7544, -1.6777], [-1.8746, 0.4582, -0.7963], [-2.0155, 1.5519, 0.5784]], "forces_ev_per_a": [[-0.333, -1.193, 0.121], [0.888, 0.432, 1.815], [-1.216, -1.732, 0.143], [-0.781, -1.343, 1.498], [0.561, -0.449, -0.972], [-0.163, -0.156, -0.461], [-3.498, -0.637, 0.253], [1.712, 2.902, 0.402], [1.478, -0.423, -1.624], [0.116, -0.215, 0.559], [-0.286, 0.346, 0.489], [-0.102, 0.589, 0.011], [-0.371, 0.978, -0.148], [0.256, 0.176, -0.298], [0.065, -0.082, -0.882], [-0.138, -0.001, -0.401], [0.526, 0.731, 0.263], [1.288, 0.077, -0.768]]}

{"formula": "C21H30N2PdS5Se2Si2Te", "method": "ωB97M-V/def2-TZVPD", "relative_energy_kj_mol": 52.2, "e_lumo_ev": -8.27, "homo_lumo_gap_ha": 0.2010, "charge": 2, "e_tot_ha": -8695.94541, "mol_weight_da": 918.93, "elements": ["Te", "Pd", "Se", "Se", "S", "S", "S", "S", "S", "Si", "Si", "N", "N", "C", "C", "C", "C", "C", "C", "C", "C", "C", "C", "C", "C", "C", "C", "C", "C", "C", "C", "C", "C", "C", "H", "H", "H", "H", "H", "H", "H", "H", "H", "H", "H", "H", "H", "H", "H", "H", "H", "H", "H", "H", "H", "H", "H", "H", "H", "H", "H", "H", "H", "H"], "xyz": [[3.1708, -0.3613, -1.2250], [0.8725, -0.3747, -0.0986], [1.3993, 2.0411, 1.0163], [-0.6799, 2.8632, 0.2790], [-3.4702, -2.7632, -0.2287], [-1.4922, -4.3191, -1.7695], [0.6454, -2.3729, -1.3040], [-4.2661, -5.3194, -1.5090], [-1.5133, -0.6519, 0.3825], [4.0772, -2.5830, 1.3436], [4.8757, 2.5113, -1.5573], [0.0058, 1.2294, -1.9784], [0.7001, -0.1734, 2.4803], [-3.1695, -4.2129, -1.1957], [4.4652, 1.0815, -0.3561], [6.1174, 3.5852, -0.6919], [-1.3984, 3.1176, -2.4177], [0.3217, 1.0831, 4.9302], [-0.0691, 0.9107, -3.2753], [-0.6444, 2.3051, -1.5764], [-0.9041, -2.8667, -1.1014], [2.3714, -3.2635, 1.6912], [-0.8069, 1.6320, -4.1938], [0.7173, 1.8198, 3.8202], [5.3557, -3.9139, 1.5441], [0.1084, -0.2775, 4.7914], [0.8724, 1.1373, 2.6283], [3.2584, 3.3977, -1.8703], [-1.4905, 2.7575, -3.7507], [4.3946, -1.0929, 2.4207], [4.2117, -2.0480, -0.4866], [0.3117, -0.8641, 3.5507], [5.5506, 1.7656, -3.1233], [-1.9056, -2.0679, -0.3163], [5.2433, -1.7612, -0.7073], [7.0074, 3.0187, -0.4156], [5.3507, -4.3043, 2.5623], [6.4388, 4.3961, -1.3470], [5.3402, 0.5062, -0.0526], [5.7062, 4.0351, 0.2127], [3.3498, 4.1191, -2.6833], [3.6209, -0.3323, 2.2756], [5.9289, 2.5460, -3.7848], [0.4988, 0.0380, -3.5842], [2.2972, -3.5110, 2.7527], [1.5836, -2.5389, 1.4698], [5.1518, -4.7490, 0.8718], [0.1790, 1.5697, 5.8851], [3.9620, -2.8793, -1.1492], [4.7989, 1.2086, -3.6870], [2.4562, 2.7051, -2.1520], [5.3666, -0.6369, 2.2307], [-0.2023, -0.8817, 5.6313], [4.3734, -1.3810, 3.4735], [-1.8871, 4.0070, -2.0444], [6.3633, -3.5538, 1.3376], [2.1809, -4.1800, 1.1302], [-2.0708, 3.3584, -4.4377], [3.9962, 1.4661, 0.5488], [2.9390, 3.9502, -0.9836], [-0.8327, 1.3289, -5.2300], [0.8943, 2.8836, 3.8866], [0.1737, -1.9290, 3.4065], [6.3841, 1.0930, -2.9127]], "forces_ev_per_a": [[0.124, 0.199, -0.014], [0.056, -0.396, -0.550], [-0.212, -0.392, -0.384], [0.049, 0.019, 0.109], [-0.100, -0.003, 0.014], [-0.005, -0.101, -0.087], [0.157, 0.188, 0.228], [-0.009, -0.004, -0.016], [0.122, 0.315, 0.208], [0.001, 0.093, -0.025], [-0.021, -0.008, -0.049], [-0.094, 0.290, 0.071], [-0.108, 0.086, 0.272], [0.185, 0.167, 0.089], [-0.141, 0.056, 0.107], [-0.007, 0.005, -0.005], [0.035, -0.069, -0.036], [-0.011, -0.013, -0.008], [0.089, -0.100, -0.044], [-0.096, 0.165, -0.052], [-0.608, 0.250, 0.299], [-0.042, 0.027, -0.012], [-0.007, 0.044, 0.059], [0.001, 0.002, 0.027], [-0.009, -0.004, 0.009], [0.017, 0.023, 0.017], [-0.109, 0.039, 0.074], [-0.074, -0.040, 0.022], [0.024, -0.032, -0.016], [-0.070, 0.027, 0.008], [-0.057, -0.097, 0.051], [0.104, -0.070, 0.040], [0.002, -0.045, -0.015], [0.406, -0.487, -0.406], [0.068, -0.119, -0.007], [0.030, -0.015, 0.010], [-0.011, -0.018, 0.050], [0.001, 0.039, -0.020], [0.059, 0.016, -0.046], [-0.007, 0.001, 0.027], [0.042, 0.023, -0.019], [0.016, -0.004, 0.010], [0.007, 0.043, -0.010], [-0.024, 0.012, 0.014], [0.029, -0.036, 0.023], [0.039, -0.016, 0.011], [0.017, -0.027, -0.010], [0.007, 0.011, 0.012], [-0.004, 0.007, -0.029], [-0.014, -0.012, 0.010], [0.016, 0.005, 0.002], [0.034, 0.008, -0.013], [-0.015, -0.014, 0.008], [-0.010, -0.009, 0.022], [-0.002, 0.016, 0.014], [0.043, 0.031, -0.022], [-0.014, -0.022, -0.033], [-0.003, 0.002, -0.003], [0.102, -0.046, 0.029], [-0.028, 0.014, 0.016], [-0.004, -0.006, -0.020], [0.000, 0.017, -0.015], [-0.012, -0.007, 0.010], [0.042, -0.025, -0.010]]}